# 1
A structure of composition C18H38N3O2PSiZr at a distorted geometry, computed with ωB97M-V/def2-TZVPD.

```
64
C18H38N3O2PSiZr, DFT ωB97M-V/def2-TZVPD
Zr 0.03349 0.08804 -0.33690
Si 0.30133 -2.18355 -2.02219
P 0.52347 1.24430 -2.78244
N -1.85236 0.07547 -0.94317
H 1.12103 1.62176 0.07621
C 0.85005 3.04132 -2.75304
H 1.08391 3.41591 -3.76050
H 1.69143 3.23378 -2.07651
H -0.03173 3.56794 -2.36485
C 1.95548 0.66598 -3.76649
H 2.05740 1.29120 -4.66567
H 1.82437 -0.38044 -4.06610
H 2.87349 0.74628 -3.17076
C -0.82321 1.15179 -4.02103
H -0.54592 1.70067 -4.93214
H -1.73270 1.59112 -3.59473
H -1.03231 0.10617 -4.27166
C 1.95375 -3.09548 -2.17087
H 2.35676 -3.32274 -1.17377
H 2.68791 -2.50206 -2.73175
H 1.78417 -4.04459 -2.70261
H -0.57968 -3.21855 -1.38244
H -0.14422 -2.04325 -3.45335
C -3.15752 0.02073 -1.16202
C -5.42890 0.86424 -0.72476
C -4.05559 0.97611 -0.56338
C -3.74859 -1.01897 -1.96937
C -5.12356 -1.10240 -2.12474
C -5.97202 -0.16965 -1.50516
H -6.08425 1.59452 -0.24555
H -3.59632 1.77511 0.02696
H -3.05702 -1.73624 -2.42322
H -5.54947 -1.89976 -2.73936
H -7.05331 -0.24365 -1.64057
C 3.19243 -0.04174 0.09768
O 2.14276 -0.49595 -0.44536
C 3.21639 0.74219 1.35050
H 4.21086 1.19223 1.46737
H 3.05650 0.08963 2.22936
H 2.48414 1.56381 1.36625
C 4.51781 -0.48929 -0.41540
H 5.17356 0.37848 -0.56076
H 4.44696 -1.05957 -1.34683
H 4.99696 -1.11841 0.34844
C -1.15322 1.95434 2.58001
N -0.61150 0.94980 3.50070
C -0.78466 1.20804 4.92347
C -0.05609 -0.14308 2.95672
O -0.06987 -0.19617 1.66218
N 0.51308 -1.17871 3.59401
C 0.76172 -1.33321 5.02082
C 0.99053 -2.32738 2.81953
H -1.56348 2.75475 3.19703
H -1.94868 1.53644 1.94436
H -0.36913 2.35619 1.92311
H -1.24850 0.35938 5.43734
H 0.16142 1.47273 5.41574
H -1.45407 2.06740 5.00584
H 0.12007 -2.12434 5.43153
H 1.80640 -1.63551 5.16398
H 0.59819 -0.41159 5.57194
H 0.66747 -2.25634 1.77935
H 2.08767 -2.37861 2.85755
H 0.58489 -3.24661 3.26147
```

Kohn-Sham gap = 5.4 eV
E_tot = -46293.3699 eV
Maximum force = 4.8 eV/A
HOMO = -5.567 eV



# 2
A structure of composition C18H38N3OPReSSi at a distorted geometry, computed with ωB97M-V/def2-TZVPD.

```
64
C18H38N3OPReSSi, DFT ωB97M-V/def2-TZVPD
Re -0.01704 -0.30489 0.01896
Si 0.16015 -2.26611 -1.28862
P 0.59584 0.87523 -1.75147
N -1.77486 0.09348 -0.28628
H 2.05884 0.88327 0.08144
C 0.81077 2.69722 -1.50926
H 1.24015 3.13818 -2.42198
H 1.50050 2.81354 -0.66174
H -0.17417 3.12747 -1.26695
C 2.10681 0.46194 -2.74833
H 2.18376 1.19682 -3.55582
H 2.03275 -0.54570 -3.16614
H 2.98091 0.53627 -2.10007
C -0.62483 0.94711 -3.17395
H -0.21172 1.55682 -3.98216
H -1.55150 1.41128 -2.83360
H -0.85589 -0.04956 -3.55286
C 1.86613 -3.03509 -1.46510
H 2.48154 -3.20424 -0.59494
H 2.60080 -2.61020 -2.12770
H 1.80557 -4.03785 -1.85936
H -0.53557 -3.34550 -0.62676
H -0.14674 -2.12780 -2.66379
C -3.11802 0.20354 -0.42388
C -5.34160 1.09606 0.10240
C -3.95990 1.16438 0.23901
C -3.72921 -0.77607 -1.26810
C -5.11005 -0.83043 -1.39726
C -5.93373 0.08350 -0.72789
H -5.96454 1.81012 0.60766
H -3.45680 1.92014 0.85059
H -3.03057 -1.46070 -1.73326
H -5.53167 -1.58807 -2.03801
H -6.97338 0.04090 -0.85198
C 2.62961 0.10333 1.00268
O 1.91537 -1.08870 1.08353
C 2.52125 1.08629 2.07766
H 3.23376 1.88173 1.83867
H 2.92970 0.70272 3.01714
H 1.51619 1.51304 2.24168
C 3.93399 -0.10092 0.33731
H 4.38311 0.91778 0.32639
H 3.87846 -0.54366 -0.72046
H 4.58231 -0.71978 1.02673
C -1.70348 1.20861 3.03360
N -0.78944 0.48850 3.92666
C -1.15539 0.57463 5.33724
C -0.25678 -0.70372 3.50311
S -0.87167 -1.53135 2.09974
N 0.80462 -1.22604 4.15124
C 1.58226 -0.44878 5.12834
C 1.39624 -2.44718 3.66163
H -2.02183 2.12081 3.53132
H -2.59728 0.61982 2.81170
H -1.17593 1.45375 2.10682
H -1.21040 -0.41438 5.83611
H -0.45236 1.21970 5.88640
H -2.13404 1.04642 5.42012
H 1.21660 -0.55287 6.16451
H 2.60457 -0.83097 5.12322
H 1.58775 0.62252 4.85720
H 0.64740 -3.24128 3.61524
H 1.80411 -2.28783 2.65110
H 2.21088 -2.72182 4.32114
```

Kohn-Sham gap (alpha / beta) = 6.3 / 6.2 eV
<S²> = 3.7928
Spin multiplicity = 4
E_tot = -55927.8566 eV
Maximum force = 5.2 eV/A
HOMO (alpha / beta) = -5.810 / -7.042 eV



Energy above the lowest of the compared OMol25 structures with the same formula, charge and spin
In order: 28.6 40.1
Unit: kJ/mol